{
  "formula": "C4H3O3",
  "method": "the ωB97M-V functional and the def2-TZVPD basis",
  "elements": ["O", "C", "O", "C", "C", "O", "C", "H", "H", "H"],
  "xyz": [[2.497622, -0.950716, -0.226076], [1.969710, 0.149058, -0.160144], [2.413460, 1.281582, 0.129107], [0.314795, 0.131795, -0.258935], [-0.818316, -0.473546, 0.036546], [-1.854487, -1.698304, -0.112045], [-0.880130, 0.999528, 0.226614], [-1.359328, -2.327646, -0.511190], [-0.746576, 1.267840, 1.289568], [-1.536755, 1.620410, -0.413448]],
  "atomic_forces_ev_per_a": [[0.00, -0.62, -0.41], [-1.05, 1.46, 0.71], [-0.47, -0.76, -0.51], [0.13, -1.46, 0.35], [-1.56, -1.44, -1.76], [0.47, 6.49, 2.72], [-0.36, -1.16, 1.19], [2.69, -3.14, -1.98], [-0.63, 0.65, -0.51], [0.79, -0.03, 0.21]],
  "fmax_ev_per_a": 7.1,
  "gap_ev": 8.4,
  "smiles": "O=C([O-])C1=C(O)C1",
  "charge": -1,
  "e_above_lowest_kcal_mol": 56.6,
  "homo_energy_ev": -4.71,
  "lumo_energy_ev": 3.68,
  "spin_multiplicity": 1
}

=====

{
  "formula": "C4H3O5Y",
  "method": "the ωB97M-V functional and the def2-TZVPD basis",
  "elements": ["O", "C", "C", "C", "O", "C", "O", "O", "O", "H", "H", "H", "Y"],
  "xyz": [[3.659803, 0.182609, 0.728216], [2.611607, 0.530747, 0.370688], [0.278610, -0.645088, -0.542542], [-1.054556, -1.234708, -0.118747], [-2.016640, -0.183385, -0.169823], [-1.613478, 1.000844, 0.295615], [-0.313282, 1.129200, 0.050185], [-2.302286, 1.675601, 1.010419], [1.348239, -0.957844, 0.112904], [0.401329, -0.492615, -1.629584], [-0.973128, -1.618093, 0.905191], [-1.375039, -1.994039, -0.842337], [1.348819, 2.606773, -0.170186]],
  "atomic_forces_ev_per_a": [[-3.29, 0.85, -1.00], [2.88, -0.96, 0.60], [2.43, -3.33, 0.47], [0.33, 0.59, 0.07], [-0.68, -0.07, -0.45], [-3.20, -1.42, 2.51], [4.47, 3.74, -0.94], [1.42, 0.41, -1.50], [-1.84, 1.92, -0.81], [-0.21, 0.87, 0.25], [-0.09, -0.10, -0.26], [0.15, 0.07, 0.28], [-2.37, -2.57, 0.77]],
  "fmax_ev_per_a": 5.9,
  "gap_ev": 6.1,
  "charge": 2,
  "homo_energy_ev": -18.06,
  "lumo_energy_ev": -12.00,
  "spin_multiplicity": 1
}

=====

{
  "formula": "C4H3O6Tb",
  "method": "the ωB97M-V functional and the def2-TZVPD basis",
  "elements": ["O", "C", "O", "C", "C", "O", "O", "H", "H", "Tb", "O", "C", "O", "H"],
  "xyz": [[1.743231, 0.387477, 1.885190], [0.938494, 0.354034, 0.996229], [-1.116611, 1.026913, -0.185256], [-1.788380, -0.073344, -0.463983], [-0.383026, 1.085668, 1.025422], [-1.761622, -1.080744, 0.301804], [-2.493155, -0.091433, -1.511272], [-0.967372, 0.689847, 1.864992], [-0.170749, 2.148847, 1.198463], [-3.359873, -2.232377, -1.149229], [2.971866, -0.993414, -1.343314], [2.743238, -0.205900, -0.346322], [1.432028, 0.071890, -0.320854], [2.211937, -1.087461, -1.951870]],
  "atomic_forces_ev_per_a": [[-1.36, -1.00, -1.25], [1.81, 2.69, 2.00], [0.35, 0.29, -0.24], [-0.84, -0.63, -0.07], [-0.83, -0.68, 0.15], [0.14, -0.41, 0.07], [-0.08, -0.18, -0.23], [0.19, 0.14, -0.10], [0.16, -0.31, -0.04], [0.48, 0.92, 0.33], [2.23, 1.92, 2.32], [-3.83, -2.83, -3.94], [1.77, 0.15, 1.01], [-0.18, -0.08, -0.01]],
  "fmax_ev_per_a": 6.2,
  "gap_ev": [9.1, 4.7],
  "charge": 2,
  "e_above_lowest_kcal_mol": 0.0,
  "homo_energy_ev": [-18.29, -16.50],
  "lumo_energy_ev": [-9.18, -11.76],
  "spin_multiplicity": 7
}

=====

{
  "formula": "C4H3OP",
  "method": "the ωB97M-V functional and the def2-TZVPD basis",
  "elements": ["C", "C", "C", "C", "O", "P", "H", "H", "H"],
  "xyz": [[-0.305133, 1.428686, 1.890542], [0.483275, 2.085298, 2.509641], [-0.020659, -1.504661, -1.130711], [0.431349, -0.167899, -0.816049], [0.716050, -2.282582, -1.715243], [-0.247572, 1.253446, -1.213603], [-1.287176, 0.972770, 1.739879], [-1.120221, -1.713866, -0.894655], [1.350086, -0.071193, -0.369802]],
  "atomic_forces_ev_per_a": [[-2.83, -1.46, -0.81], [1.85, 1.28, 1.04], [-0.43, -1.41, -1.19], [-1.28, 0.47, -0.32], [-1.08, 0.43, 0.95], [-0.72, 0.77, -0.39], [0.94, 0.24, -0.06], [1.09, -0.17, -0.31], [2.45, -0.14, 1.08]],
  "fmax_ev_per_a": 3.3,
  "gap_ev": [8.7, 5.6],
  "charge": 0,
  "e_above_lowest_kcal_mol": 156.8,
  "homo_energy_ev": [-10.24, -8.85],
  "lumo_energy_ev": [-1.53, -3.27],
  "spin_multiplicity": 1
}

=====

{
  "formula": "C4H3P",
  "method": "the ωB97M-V functional and the def2-TZVPD basis",
  "elements": ["C", "C", "C", "C", "P", "H", "H", "H"],
  "xyz": [[1.014387, 3.321719, 1.952788], [-1.253989, -2.941761, -1.347258], [0.567109, 2.334328, 1.341321], [-0.292604, -2.349585, -1.668519], [-0.068649, 1.028480, 0.448022], [1.721972, 3.839385, 2.531400], [-2.315372, -3.212301, -1.169358], [0.627146, -2.020265, -2.088396]],
  "atomic_forces_ev_per_a": [[-0.46, -2.13, -1.00], [-4.40, -1.04, 0.87], [0.07, 0.80, 0.22], [2.70, 0.78, -1.09], [0.21, 0.57, 0.39], [0.18, 0.74, 0.38], [1.65, 0.02, 0.00], [0.05, 0.25, 0.23]],
  "fmax_ev_per_a": 4.6,
  "gap_ev": [6.6, 6.6],
  "charge": 0,
  "e_above_lowest_kcal_mol": 45.9,
  "homo_energy_ev": [-8.27, -8.25],
  "lumo_energy_ev": [-1.65, -1.66],
  "spin_multiplicity": 1
}

=====

{
  "formula": "C4H4",
  "method": "the ωB97M-V functional and the def2-TZVPD basis",
  "elements": ["C", "C", "C", "C", "H", "H", "H", "H"],
  "xyz": [[-1.485812, 0.069737, 0.166714], [-2.745849, 0.016945, 0.048933], [-0.108908, 0.870125, -0.075961], [-0.207733, -0.395599, 0.544517], [0.155146, 1.071872, -1.054949], [-0.006305, 1.762447, 0.558478], [0.197887, -0.984095, 1.341263], [-0.150470, -1.320014, -1.557700]],
  "atomic_forces_ev_per_a": [[1.32, 0.65, 0.39], [-1.04, 0.28, 0.03], [-1.31, 1.68, 2.05], [0.20, -2.41, -3.27], [0.46, -0.15, -1.74], [-0.12, -0.34, 0.04], [0.05, -0.04, 0.18], [0.43, 0.34, 2.32]],
  "fmax_ev_per_a": 4.1,
  "gap_ev": 6.7,
  "charge": 0,
  "e_above_lowest_kcal_mol": 174.9,
  "homo_energy_ev": -8.57,
  "lumo_energy_ev": -1.83,
  "spin_multiplicity": 1
}